Entry P
Density functional theory data (the ωB97M-V functional and the def2-TZVPD basis) for the molecule C5H7N3O2.

highest occupied orbital energy	-9.50	eV
structure (SMILES)	NC(=O)C1(O)N=CCC=N1
lowest unoccupied orbital energy	0.6	eV

```
! RIJCOSX wB97M-V def2-TZVPD def2/J DEFGRID3
* xyz 0 1
C 0.046 -1.465 -1.133
C 0.912 0.848 -1.258
C -0.609 0.179 1.884
C 0.454 -0.386 -2.030
C -0.588 0.158 0.350
N -0.556 -1.186 -0.058
N 0.562 0.979 -0.079
N 0.540 0.029 2.532
O -1.669 0.334 2.459
O -1.759 0.745 -0.134
H 0.294 -2.456 -1.394
H 1.676 1.635 -1.561
H 1.344 -0.548 -2.687
H -0.353 -0.221 -2.760
H 1.269 0.012 1.888
H 0.731 0.469 3.330
H -2.293 0.873 0.651
*
```

---

Entry Q
Density functional theory data (the ωB97M-V functional and the def2-TZVPD basis) for the molecule C5H7N3O2.

highest occupied orbital energy	-9.06	eV
structure (SMILES)	[H]/N=C(\O)C1=CCNC(=O)N1
lowest unoccupied orbital energy	0.4	eV

```
! RIJCOSX wB97M-V def2-TZVPD def2/J DEFGRID3
* xyz 0 1
O -3.228 0.937 -0.747
C -2.478 -0.025 -0.592
N -2.924 -1.279 -0.357
C -2.137 -2.504 -0.345
C -0.673 -2.200 -0.357
C -0.225 -0.952 -0.519
N -1.108 0.128 -0.661
C 1.216 -0.610 -0.484
N 2.032 -0.671 -1.444
H -3.929 -1.366 -0.304
H -2.386 -3.085 0.556
H -2.399 -3.137 -1.210
H 0.033 -3.006 -0.167
H -0.797 1.000 -1.070
O 1.838 -0.423 0.781
H 1.233 -0.684 1.490
H 2.994 -0.542 -0.974
*
```

---

Entry R
Density functional theory data (the ωB97M-V functional and the def2-TZVPD basis) for the molecule C5H7N3O2.

highest occupied orbital energy	-7.54	eV
structure (SMILES)	C=N/C=C\C=C(\N)[N+](=O)[O-]
lowest unoccupied orbital energy	-0.6	eV

```
! RIJCOSX wB97M-V def2-TZVPD def2/J DEFGRID3
* xyz 0 1
C 1.496 0.963 -0.829
C 0.250 1.468 -0.365
C 1.957 -0.277 -0.516
C 0.640 -2.160 0.625
C -0.931 0.775 -0.045
N 1.259 -1.122 0.268
N -1.853 1.426 0.762
N -1.294 -0.578 -0.412
O -0.880 -1.092 -1.485
O -2.047 -1.126 0.433
H 2.106 1.756 -1.128
H 0.234 2.500 -0.168
H 2.935 -0.626 -0.890
H 0.187 -2.226 1.604
H 0.333 -2.980 -0.026
H -2.858 1.276 0.707
H -1.534 2.022 1.464
*
```

---

Which one sits at the top of the stability order? entry Q does.

---

Entry P
Density functional theory data (the ωB97M-V functional and the def2-TZVPD basis) for the molecule C5H7N3O2.

highest occupied orbital energy (alpha / beta)	-8.70 / -8.70	eV
structure (SMILES)	[H]/N=C(/C=N\N=O)C(=O)CC
lowest unoccupied orbital energy (alpha / beta)	-0.6 / -0.6	eV

```
! RIJCOSX wB97M-V def2-TZVPD def2/J DEFGRID3
* xyz 0 1
C 0.981 -0.949 -0.712
C 0.902 -0.507 0.672
C 0.561 0.943 0.711
C -1.173 1.535 -0.643
C -0.859 1.242 0.890
N 1.246 -1.155 1.685
N 0.632 -2.135 -1.064
N -0.119 -2.967 -1.429
O 1.424 1.735 0.638
O -0.123 -4.128 -1.731
H 1.332 -0.284 -1.506
H -1.767 0.721 -1.147
H -1.732 2.446 -0.620
H -0.173 1.738 -1.079
H -1.483 0.364 1.291
H -0.801 2.010 1.510
H 1.152 -0.610 2.534
*
```

---

Entry Q
Density functional theory data (the ωB97M-V functional and the def2-TZVPD basis) for the molecule C5H7N3O2.

highest occupied orbital energy	-8.30	eV
structure (SMILES)	[H]/N=C(/O)c1coc(N)c1N
lowest unoccupied orbital energy	0.7	eV

```
! RIJCOSX wB97M-V def2-TZVPD def2/J DEFGRID3
* xyz 0 1
N -2.903 -0.063 -0.004
C -1.568 0.303 0.049
C -0.445 -0.470 0.130
N -0.384 -1.863 0.061
C 0.672 0.446 0.153
C 0.132 1.692 -0.022
O -1.201 1.631 -0.022
C 2.102 0.118 0.199
N 2.652 -0.925 -0.309
H -3.469 0.268 0.771
H -3.368 0.123 -0.887
H -1.311 -2.277 0.089
H 0.187 -2.278 0.791
H 0.587 2.661 -0.197
O 2.888 1.200 0.255
H 1.972 -1.666 -0.471
H 3.457 1.100 -0.586
*
```

---

Entry R
Density functional theory data (the ωB97M-V functional and the def2-TZVPD basis) for a cluster of 2 separate species, C5H7N3O2 in total.

highest occupied orbital energy	-8.10	eV
structure (SMILES)	C/N=C1\N=COC1=C=N.O
lowest unoccupied orbital energy	-0.8	eV

```
! RIJCOSX wB97M-V def2-TZVPD def2/J DEFGRID3
* xyz 0 1
C -0.893 1.256 -1.371
N -0.344 0.210 -0.532
C -0.596 0.238 0.719
C 0.137 -0.442 1.792
O -0.480 -0.081 2.984
C -1.474 0.733 2.615
N -1.531 1.062 1.376
C 1.177 -1.272 1.741
N 2.178 -1.886 1.449
H -0.625 2.259 -1.004
H -0.487 1.143 -2.384
H -1.992 1.200 -1.405
H 0.853 -0.994 -3.520
H -2.239 0.914 3.370
H 2.273 -2.306 0.486
O 1.794 -1.366 -3.396
H 2.250 -0.668 -2.919
*
```

---

Entry S
Density functional theory data (the ωB97M-V functional and the def2-TZVPD basis) for a cluster of 2 separate species, C5H7N3O2 in total.

highest occupied orbital energy (alpha / beta)	-8.76 / -8.76	eV
lowest unoccupied orbital energy (alpha / beta)	-0.4 / -0.4	eV

```
! RIJCOSX wB97M-V def2-TZVPD def2/J DEFGRID3
* xyz 0 1
C -0.507 2.017 -0.296
C 0.747 1.571 -0.183
C 0.093 -0.672 0.493
C -0.851 -2.903 -0.627
C -1.572 1.044 0.065
N -1.079 -0.292 0.172
N 0.950 0.310 0.399
N 2.339 -0.052 0.647
O 3.101 0.785 0.382
O 2.470 -1.078 1.182
H -0.659 2.875 -0.815
H 1.685 1.923 -0.524
H -0.463 -3.461 0.335
H -0.250 -3.231 -1.508
H -2.037 1.279 1.117
H -2.341 0.994 -0.681
H -1.625 -1.107 -0.158
*
```

---

Which one sits at the top of the stability order? entry Q does.

---

Entry P
Density functional theory data (the ωB97M-V functional and the def2-TZVPD basis) for a cluster of 2 separate species, C3H5IN4 in total.

highest occupied orbital energy	-9.55	eV
lowest unoccupied orbital energy	-0.1	eV

```
! RIJCOSX wB97M-V def2-TZVPD def2/J DEFGRID3
* xyz 0 1
C 1.873 -0.355 1.558
C 1.365 -1.350 2.514
C -0.727 0.824 -1.339
N -2.806 1.502 -4.070
N -2.152 1.114 -3.245
N -1.347 0.552 -2.568
N 2.261 0.329 0.744
I -1.817 -0.032 0.412
H 0.316 -1.115 2.761
H 1.402 -2.366 2.042
H 2.043 -1.211 3.481
H -0.636 1.822 -1.044
H 0.223 0.286 -1.246
*
```

---

Entry Q
Density functional theory data (the ωB97M-V functional and the def2-TZVPD basis) for the molecule C3H5IN4.

highest occupied orbital energy (alpha / beta)	-7.74 / -7.74	eV
lowest unoccupied orbital energy (alpha / beta)	-1.6 / -1.6	eV

```
! RIJCOSX wB97M-V def2-TZVPD def2/J DEFGRID3
* xyz 0 1
C -0.876 -0.863 -0.121
C -2.059 -0.519 -0.800
C 1.850 1.432 0.076
N 0.247 -0.175 0.017
N -0.404 2.063 0.010
N 0.390 1.169 0.006
N -0.717 -2.182 0.181
I -3.803 -0.042 0.137
H 2.217 1.096 1.044
H 2.348 0.874 -0.712
H 2.008 2.501 -0.040
H -1.426 -2.837 -0.102
H 0.224 -2.517 0.304
*
```

---

Which one sits at the top of the stability order? entry P does.

---

Entry P
Density functional theory data (the ωB97M-V functional and the def2-TZVPD basis) for a structure of composition C4H8InO3.

expectation value of S²	0.8834
highest occupied orbital energy (alpha / beta)	-19.17 / -20.55	eV
lowest unoccupied orbital energy (alpha / beta)	-13.4 / -13.1	eV

```
! RIJCOSX wB97M-V def2-TZVPD def2/J DEFGRID3
* xyz 2 2
O -0.044 -0.631 -0.162
O 1.726 -0.394 -1.523
C 0.583 -0.121 -1.297
O 0.755 1.807 0.095
C 1.780 2.691 -0.246
C -1.078 -1.654 -0.317
C -1.796 -1.780 1.002
H 2.786 2.363 0.061
H 1.812 2.748 -1.348
H 1.574 3.705 0.132
H -1.748 -1.339 -1.125
H -0.539 -2.567 -0.593
H -2.278 -0.835 1.295
H -2.582 -2.539 0.900
H -1.118 -2.101 1.806
In 0.166 0.648 1.320
*
```

---

Entry Q
Density functional theory data (the ωB97M-V functional and the def2-TZVPD basis) for a structure of composition C4H8InO3.

expectation value of S²	1.5452
highest occupied orbital energy (alpha / beta)	-19.18 / -18.93	eV
lowest unoccupied orbital energy (alpha / beta)	-12.3 / -13.5	eV

```
! RIJCOSX wB97M-V def2-TZVPD def2/J DEFGRID3
* xyz 2 2
C 0.662 -1.029 2.200
C 0.213 -1.716 0.932
O -0.925 -0.989 0.480
H 1.412 -1.644 2.714
H 1.081 -0.039 1.971
H -0.197 -0.866 2.864
H -0.086 -2.762 1.102
H 1.040 -1.768 0.207
O -1.629 1.220 -2.193
In -2.076 -0.505 -1.634
O -0.500 -0.210 -0.628
C -0.690 1.633 -1.383
C 0.552 2.135 -1.938
H 1.328 2.540 -1.290
H -0.997 2.102 -0.433
H 0.810 1.898 -2.971
*
```

---

Which one sits at the top of the stability order? entry P does.

---

Entry P
Density functional theory data (the ωB97M-V functional and the def2-TZVPD basis) for the molecule C3H4ClNO2.

highest occupied orbital energy	-10.14	eV
structure (SMILES)	CC(=O)N(Cl)C=O
lowest unoccupied orbital energy	0.3	eV

```
! RIJCOSX wB97M-V def2-TZVPD def2/J DEFGRID3
* xyz 0 1
C 0.758 -1.596 0.191
C 0.150 0.952 0.048
C -1.297 0.512 -0.185
N 1.032 -0.046 -0.154
O 1.630 -2.318 0.412
O 0.436 2.046 0.448
Cl 2.717 0.372 -0.152
H -0.350 -1.462 0.426
H -1.637 1.307 -0.907
H -1.419 -0.428 -0.710
H -2.019 0.661 0.584
*
```

---

Entry Q
Density functional theory data (the ωB97M-V functional and the def2-TZVPD basis) for the molecule C3H4ClNO2.

highest occupied orbital energy	-10.41	eV
structure (SMILES)	C/C(=N/Cl)OC=O
lowest unoccupied orbital energy	0.6	eV

```
! RIJCOSX wB97M-V def2-TZVPD def2/J DEFGRID3
* xyz 0 1
C 2.236 1.635 -0.292
C 0.483 0.135 -0.787
C -0.584 -0.676 -0.129
N 0.449 0.362 -2.026
O 3.413 1.518 -0.135
O 1.469 0.551 0.086
Cl 1.718 1.225 -2.777
H 1.800 2.635 -0.400
H -0.227 -0.860 0.859
H -1.549 -0.234 -0.117
H -0.715 -1.585 -0.633
*
```

---

Which one sits at the top of the stability order? entry Q does.

---

Entry P
Density functional theory data (the ωB97M-V functional and the def2-TZVPD basis) for the molecule CH3N5.

highest occupied orbital energy	-8.60	eV
structure (SMILES)	[H]/N=c1/nn[nH][nH]1
lowest unoccupied orbital energy	0.4	eV

```
! RIJCOSX wB97M-V def2-TZVPD def2/J DEFGRID3
* xyz 0 1
C 0.086 0.304 0.788
H 1.740 0.897 1.519
H -0.607 -1.137 -1.981
H 1.279 0.034 -1.027
N 0.735 0.766 1.748
N -1.241 -0.001 0.867
N -1.667 -0.497 -0.225
N -0.722 -0.476 -1.109
N 0.397 0.110 -0.579
*
```

---

Entry Q
Density functional theory data (the ωB97M-V functional and the def2-TZVPD basis) for the molecule CH3N5.

highest occupied orbital energy	-9.08	eV
structure (SMILES)	[H]/N=c1/nn[nH][nH]1
lowest unoccupied orbital energy	-0.1	eV

```
! RIJCOSX wB97M-V def2-TZVPD def2/J DEFGRID3
* xyz 0 1
C 0.402 0.739 -0.223
H 2.169 0.231 -0.361
H -1.514 -1.292 0.852
H 0.716 -1.181 0.776
N 1.584 1.153 -0.557
N -0.825 1.340 -0.210
N -1.685 0.498 -0.140
N -1.098 -0.822 -0.110
N 0.251 -0.667 -0.027
*
```

---

Which one sits at the top of the stability order? entry P does.